No. 1
{"formula": "C2H3O2S2", "method": "ωB97M-V/def2-TZVPD", "orbital_gap_ev": 5.91, "total_energy_ev": -27887.0194, "e_homo_ev": -2.69, "total_charge": -1, "lumo_energy_ev": 3.218, "species": ["C", "C", "O", "O", "S", "S", "H", "H", "H"], "positions_angstrom": [[-0.560, -0.702, 0.300], [0.060, 0.676, 0.230], [1.964, -0.481, -1.311], [-0.074, 1.196, -1.068], [-1.942, -0.327, 1.484], [1.560, 0.810, -0.774], [-1.144, -1.011, -0.623], [0.066, -1.577, 0.724], [0.069, 1.416, 1.038]]}

---

No. 2
{"formula": "C2H3O2Se", "method": "ωB97M-V/def2-TZVPD", "orbital_gap_ev": 6.71, "total_energy_ev": -71565.3831, "e_homo_ev": -2.85, "total_charge": -1, "lumo_energy_ev": 3.863, "species": ["C", "C", "O", "O", "Se", "H", "H", "H"], "positions_angstrom": [[-1.056, 0.698, 0.015], [0.104, -0.363, -0.043], [-0.663, 1.999, -0.028], [-2.277, 0.390, -0.003], [1.916, 0.242, -0.004], [-0.086, -0.933, -0.927], [-0.092, -1.058, 0.775], [0.238, 2.250, 0.264]]}

---

No. 3
{"formula": "C2H3O3PS", "method": "ωB97M-V/def2-TZVPD", "orbital_gap_ev": 5.16, "total_energy_ev": -28388.0145, "e_homo_ev": 0.50, "total_charge": -2, "lumo_energy_ev": 5.658, "species": ["C", "C", "O", "O", "O", "P", "S", "H", "H", "H"], "positions_angstrom": [[-1.892, 0.103, -0.304], [-0.057, 0.231, 0.386], [1.794, -1.705, 0.223], [1.950, 0.059, -1.640], [2.501, 0.650, 0.870], [1.806, -0.225, -0.164], [-1.103, 1.602, -0.060], [-2.260, -0.211, -1.223], [-2.389, -0.407, 0.516], [-0.351, -0.098, 1.395]]}